Record 1
{"formula": "C13H10NO4", "method": "wB97M-V/def2-TZVPD", "molar_mass_g_mol": 244.226, "total_charge": -1, "lumo_ev": 2.02, "orbital_gap_ev": 5.88, "smiles": "O=[N+]([O-])c1cccc(O[C@@H]([O-])c2ccccc2)c1", "species": ["O", "N", "O", "C", "C", "C", "C", "C", "O", "C", "O", "C", "C", "C", "C", "C", "C", "C", "H", "H", "H", "H", "H", "H", "H", "H", "H", "H"], "positions_angstrom": [[5.49428, -3.82886, -1.06631], [6.18335, -2.78875, -1.10056], [7.36308, -2.76418, -1.50014], [5.58227, -1.54679, -0.66030], [6.35037, -0.37194, -0.75999], [5.75061, 0.81800, -0.37053], [4.46938, 0.86303, 0.09994], [3.67392, -0.32308, 0.22282], [2.38198, -0.29562, 0.74732], [2.13890, -0.62786, 2.15097], [2.80061, 0.08813, 3.00159], [0.59130, -0.43678, 2.33334], [-0.29646, -1.53091, 2.40514], [-1.64643, -1.32712, 2.63507], [-2.16634, -0.03778, 2.80290], [-1.27170, 1.04217, 2.69706], [0.06139, 0.84301, 2.46712], [4.28240, -1.53746, -0.17492], [7.36736, -0.43740, -1.13774], [6.35013, 1.74760, -0.44414], [3.99633, 1.81753, 0.43136], [2.26204, -1.74175, 2.16872], [0.14186, -2.52918, 2.27097], [-2.33110, -2.19792, 2.69151], [-3.21582, 0.11797, 3.00394], [-1.67140, 2.08083, 2.80876], [0.77973, 1.70633, 2.40040], [3.72948, -2.47293, -0.09787]], "atomic_forces_ev_per_a": [[1.2, 1.7, -0.1], [0.5, -1.8, -0.5], [-1.7, -0.1, 0.6], [0.3, 1.4, 0.1], [-0.4, -0.8, 0.0], [1.4, 0.6, -0.5], [-2.4, -0.1, 0.9], [-0.1, 0.0, 1.0], [1.8, 0.7, -3.1], [-0.8, 0.0, 2.3], [0.3, -0.4, -0.4], [-0.3, -0.6, -0.6], [1.2, 0.6, -0.2], [-1.0, -0.4, 0.2], [1.1, -0.2, -0.2], [-1.7, 0.8, 0.3], [1.7, 0.8, -0.2], [-0.8, 0.2, 0.3], [-0.3, 0.1, 0.1], [-0.5, -0.6, 0.1], [0.5, -0.9, -0.3], [0.4, -0.1, 0.1], [-0.4, 0.3, 0.1], [0.5, 0.6, 0.0], [-0.1, 0.0, 0.0], [0.4, -0.9, -0.1], [-0.8, -1.0, 0.1], [0.1, 0.3, 0.0]]}

=====

Record 2
{"formula": "C2H7N2O2PS", "method": "wB97M-V/def2-TZVPD", "molar_mass_g_mol": 154.131, "total_charge": 0, "lumo_ev": 0.15, "orbital_gap_ev": 8.75, "species": ["C", "C", "N", "N", "O", "O", "P", "S", "H", "H", "H", "H", "H", "H", "H"], "positions_angstrom": [[1.00564, 0.87202, 0.01195], [1.59919, -0.19157, -0.83264], [-0.13180, 0.69878, 0.57516], [-1.84214, -1.52356, 1.04731], [-1.17937, -0.93390, -1.37194], [1.70719, 2.00558, 0.18637], [-1.73226, -0.38298, -0.13409], [-3.05412, 1.02910, 0.01926], [2.67880, -0.25394, -0.68598], [1.13050, -1.14433, -0.61301], [1.39511, 0.03370, -1.88069], [-0.48574, 1.49620, 1.10121], [-1.32475, -2.38337, 0.97059], [-2.30246, -1.32744, 1.91671], [2.53621, 2.00571, -0.31023]], "atomic_forces_ev_per_a": [[0.1, -0.3, 0.1], [0.2, -0.1, -0.3], [0.0, 0.5, -0.2], [0.0, 0.2, -0.3], [0.4, -0.3, -0.3], [-0.6, -0.1, 0.2], [-0.2, 0.8, 0.7], [0.3, -0.4, 0.1], [0.0, 0.0, 0.0], [0.0, 0.0, -0.1], [0.0, 0.0, 0.0], [0.1, 0.0, -0.1], [0.0, 0.0, 0.0], [-0.1, 0.0, 0.0], [-0.2, -0.2, 0.0]]}

=====

Record 3
{"formula": "C21H17BaCl3GeN7OS2Se", "method": "wB97M-V/def2-TZVPD", "molar_mass_g_mol": 842.806, "total_charge": 2, "spin_multiplicity": 2, "lumo_ev": [-6.74, -7.79], "orbital_gap_ev": [6.89, 5.84], "species": ["Ba", "S", "N", "C", "C", "C", "C", "C", "N", "C", "C", "N", "C", "C", "C", "C", "C", "N", "H", "H", "H", "H", "H", "H", "Se", "N", "C", "C", "C", "C", "N", "C", "N", "H", "H", "H", "O", "S", "C", "C", "C", "C", "H", "H", "H", "H", "H", "H", "H", "H", "Cl", "Ge", "Cl", "Cl"], "positions_angstrom": [[-0.39809, -0.43919, -0.11814], [-4.73043, 5.52519, -4.21889], [-5.22692, 4.15403, -3.53933], [-4.14685, 3.55906, -3.05883], [-4.12229, 2.28694, -2.36090], [-5.27691, 1.53612, -2.13596], [-5.17552, 0.33783, -1.47150], [-3.91545, -0.07208, -1.04756], [-2.80504, 0.62692, -1.25211], [-2.89500, 1.80250, -1.90493], [-1.64936, 2.56815, -2.13047], [-0.49322, 2.05179, -1.66720], [0.62921, 2.72907, -1.87461], [0.68568, 3.94786, -2.54270], [-0.48877, 4.48418, -3.01379], [-1.68047, 3.78924, -2.80802], [-2.96040, 4.28880, -3.27609], [-3.15241, 5.42860, -3.92062], [-6.22752, 1.91298, -2.49046], [-6.04135, -0.27833, -1.27723], [-3.80549, -1.01507, -0.52150], [1.53929, 2.28192, -1.48961], [1.63300, 4.44871, -2.68126], [-0.51456, 5.42960, -3.53993], [3.65717, -1.14487, -2.00365], [4.86069, -0.27661, -1.06167], [4.22885, 0.33807, -0.08028], [4.82847, 1.16467, 0.92022], [4.00176, 1.73090, 1.82902], [2.59079, 1.49439, 1.77541], [1.98736, 0.74917, 0.88962], [2.80045, 0.16662, -0.05350], [2.28781, -0.59293, -1.01188], [5.89904, 1.31954, 0.91968], [4.38075, 2.37504, 2.60983], [1.95975, 1.96420, 2.52220], [0.69647, -2.42207, 1.44246], [2.00124, -3.24094, 1.45467], [2.66788, -3.02787, 3.13813], [2.55016, -4.36398, 3.87610], [1.35449, -5.09417, 3.27119], [1.53920, -4.96092, 1.76587], [2.02209, -2.25635, 3.56065], [3.68451, -2.64568, 3.06736], [2.43939, -4.19770, 4.94624], [3.45620, -4.95353, 3.72969], [0.41795, -4.62746, 3.58759], [1.31450, -6.14136, 3.56711], [0.67573, -5.18694, 1.13970], [2.38383, -5.55770, 1.41315], [-1.97410, -3.37252, -0.16421], [-1.81649, -3.21210, 2.02568], [-3.44522, -4.32245, 2.83537], [-2.23185, -1.08925, 2.42990]], "atomic_forces_ev_per_a": [[-0.2, 0.3, -0.3], [-0.1, 0.1, 0.0], [0.0, 0.0, -0.1], [0.0, -0.1, 0.1], [0.0, 0.1, -0.1], [-0.1, 0.0, 0.0], [0.0, 0.0, 0.0], [0.0, 0.0, 0.0], [0.1, -0.1, 0.1], [0.2, 0.0, 0.0], [0.0, -0.1, 0.1], [0.0, -0.2, 0.2], [0.0, 0.0, 0.0], [0.0, 0.0, 0.0], [0.0, 0.1, 0.0], [-0.1, 0.1, -0.1], [0.1, 0.0, 0.1], [0.0, 0.0, -0.1], [0.0, 0.0, 0.0], [0.0, 0.0, 0.0], [0.0, 0.0, 0.0], [0.0, 0.0, 0.0], [0.0, 0.0, 0.0], [0.0, 0.0, 0.0], [0.0, 0.1, -0.1], [0.0, -0.1, 0.1], [-0.1, 0.1, 0.0], [0.0, -0.1, -0.1], [-0.1, 0.1, 0.1], [0.0, 0.0, 0.0], [0.1, 0.0, -0.1], [0.0, 0.0, 0.0], [0.2, 0.0, 0.1], [0.0, 0.0, 0.0], [0.0, 0.0, 0.0], [0.0, 0.0, 0.0], [-0.1, -0.1, -0.1], [-0.1, 0.2, 0.0], [0.0, 0.0, 0.0], [0.0, 0.0, 0.0], [0.0, 0.0, 0.0], [-0.1, 0.0, 0.0], [0.0, 0.0, 0.0], [0.0, 0.0, 0.0], [0.0, 0.0, 0.0], [0.0, 0.0, 0.0], [0.0, 0.0, 0.0], [0.0, 0.0, 0.0], [0.0, 0.0, 0.0], [0.0, 0.0, 0.0], [0.0, 0.1, 0.0], [0.1, -0.2, 0.1], [0.0, 0.0, 0.0], [0.0, 0.0, 0.0]]}

=====

Record 4
{"formula": "C8H16N2", "method": "wB97M-V/def2-TZVPD", "molar_mass_g_mol": 140.230, "total_charge": 0, "lumo_ev": 0.90, "orbital_gap_ev": 9.55, "smiles": "C=C=CCNCCCCN", "species": ["C", "C", "C", "C", "N", "C", "C", "C", "C", "N", "H", "H", "H", "H", "H", "H", "H", "H", "H", "H", "H", "H", "H", "H", "H", "H"], "positions_angstrom": [[3.88477, 2.01216, 0.37313], [2.99683, 1.10248, -0.11764], [2.16191, 0.22176, -0.64113], [2.25021, -1.26103, -0.35846], [1.16815, -1.82985, 0.56559], [-0.19622, -1.79237, 0.00448], [-1.01343, -0.48560, 0.38978], [-2.37732, -0.49398, -0.28001], [-3.25179, 0.70526, 0.21710], [-2.73858, 2.04870, -0.11338], [4.74654, 2.25720, -0.26071], [3.86668, 2.41872, 1.37898], [1.25709, 0.58706, -1.12789], [3.15089, -1.43708, 0.20806], [2.23427, -1.86156, -1.26253], [1.23731, -1.38061, 1.46955], [-0.03454, -1.80297, -1.09446], [-0.74566, -2.74352, 0.23189], [-0.46726, 0.42802, 0.07162], [-1.05340, -0.39123, 1.48055], [-2.17189, -0.43700, -1.33475], [-2.86957, -1.45872, -0.09537], [-4.27573, 0.64875, -0.20683], [-3.40052, 0.65936, 1.27634], [-2.51071, 2.09990, -1.13401], [-1.84803, 2.18613, 0.36010]], "atomic_forces_ev_per_a": [[-1.4, -2.3, -1.6], [1.3, 1.5, 0.8], [0.1, 0.7, 0.8], [-1.2, -0.4, 1.7], [0.6, 0.3, -1.4], [0.4, 0.9, -0.1], [0.9, -0.8, -0.4], [-0.3, 0.6, 1.3], [-0.3, -0.2, -1.7], [0.5, -0.4, -0.9], [-0.4, 0.0, 0.3], [-0.3, -0.1, -0.2], [0.3, 0.0, -0.2], [0.5, -0.2, -0.2], [0.1, 0.0, -0.1], [-0.1, 0.1, 0.0], [-0.4, 0.0, 0.4], [0.3, 0.9, 0.1], [-0.1, -0.7, 0.0], [-0.3, -0.3, 0.0], [-0.3, 0.2, -0.7], [-0.1, 0.3, 0.0], [0.5, -0.1, 0.1], [0.1, -0.1, 0.8], [-0.4, -0.1, 1.2], [-0.1, 0.1, 0.0]]}

=====

Record 5
{"formula": "C4H11IN3", "method": "wB97M-V/def2-TZVPD", "molar_mass_g_mol": 228.057, "total_charge": 1, "lumo_ev": -3.46, "orbital_gap_ev": 8.08, "species": ["C", "C", "C", "C", "N", "N", "N", "I", "H", "H", "H", "H", "H", "H", "H", "H", "H", "H", "H"], "positions_angstrom": [[-1.06775, -3.56557, 0.89578], [-1.33642, -2.54813, 0.05320], [-0.44897, -1.60732, -0.54975], [1.15872, 3.87640, 0.09226], [1.44956, -2.79474, -0.65995], [0.72534, -1.74390, -0.98531], [-0.27147, 3.19262, 0.11034], [-1.59331, 0.17937, -1.07637], [-0.21936, -3.54533, 1.65623], [-1.98313, -4.10091, 1.19640], [-2.45348, -2.49342, -0.24891], [1.11833, 4.69834, 0.76660], [1.95336, 3.20556, 0.37395], [1.45475, 4.29483, -0.88360], [2.32011, -2.88520, -1.06073], [0.99864, -3.52718, -0.19042], [-0.83232, 4.07426, -0.04168], [-0.57089, 2.89674, 1.07002], [-0.40170, 2.39357, -0.51806]], "atomic_forces_ev_per_a": [[-0.3, 1.3, 1.8], [-2.4, -1.5, 0.3], [-0.3, 0.8, -0.6], [-0.2, -0.8, -0.6], [-1.5, 0.9, 0.6], [0.2, 1.1, 0.1], [1.2, 3.1, 1.4], [0.6, -0.4, -0.1], [-0.8, -0.5, -1.6], [0.9, -0.2, -0.1], [2.1, 0.0, 0.1], [-0.2, 0.5, 0.7], [-0.2, -0.5, 0.3], [-0.9, -0.5, 0.1], [1.8, -0.2, -1.1], [-0.3, -1.4, 0.6], [-0.1, -1.8, -0.6], [0.7, 0.0, -0.9], [-0.3, 0.0, -0.4]]}

=====

Record 6
{"formula": "C33H57ClMgN2O2Si", "method": "wB97M-V/def2-TZVPD", "molar_mass_g_mol": 601.675, "total_charge": 0, "lumo_ev": 0.59, "orbital_gap_ev": 8.33, "species": ["O", "O", "C", "C", "H", "H", "H", "H", "H", "C", "C", "H", "H", "H", "H", "H", "C", "C", "C", "H", "H", "H", "H", "H", "C", "H", "H", "H", "H", "H", "H", "N", "C", "C", "C", "C", "H", "H", "H", "C", "H", "H", "H", "N", "C", "C", "C", "C", "H", "C", "H", "C", "H", "C", "C", "C", "C", "C", "C", "H", "C", "H", "C", "H", "C", "C", "Mg", "H", "H", "H", "H", "H", "H", "H", "H", "H", "H", "H", "H", "H", "C", "Si", "H", "H", "C", "C", "C", "H", "H", "H", "H", "H", "H", "H", "H", "H", "Cl"], "positions_angstrom": [[-1.80094, 0.68808, -2.28362], [-2.57544, -3.70797, -5.29273], [-3.14169, 1.22950, -2.23167], [-2.99116, 2.71972, -2.11108], [-3.67967, 0.76837, -1.37479], [-3.68872, 0.95397, -3.15732], [-2.36647, 2.99538, -1.24395], [-4.00429, 3.09420, -1.99226], [-2.54631, 3.10611, -3.00882], [-1.29984, 0.62785, -3.64288], [-2.23648, 0.39180, -4.85358], [-0.51024, -0.14747, -3.61916], [-0.86205, 1.62103, -3.72468], [-2.59296, -0.64047, -5.03236], [-1.57623, 0.67224, -5.69912], [-3.10343, 1.08301, -4.90872], [-1.27896, -3.67430, -4.85353], [-3.50176, -4.05768, -4.29021], [-0.42197, -3.04175, -5.93918], [-0.94177, -4.70570, -4.59222], [-1.33075, -3.05839, -3.93766], [-0.71872, -3.47310, -6.91002], [0.60933, -3.30420, -5.70513], [-0.53201, -1.95081, -5.93878], [-4.83401, -4.19560, -4.98190], [-3.50780, -3.26557, -3.54968], [-3.21465, -4.99773, -3.77587], [-5.12230, -3.25231, -5.41404], [-5.64079, -4.59181, -4.37213], [-4.66113, -4.86387, -5.82990], [-1.75835, -1.03094, -1.04021], [-0.59148, 0.82710, 1.96937], [-0.11657, 0.35514, 3.12854], [0.72255, -0.76644, 3.20666], [1.41367, -1.38459, 2.17564], [-0.41889, 0.99040, 4.47793], [-1.47983, 1.15586, 4.67199], [0.09964, 1.94199, 4.63951], [-0.06416, 0.33523, 5.28790], [2.36080, -2.48960, 2.62790], [3.38936, -2.13337, 2.81806], [2.42796, -3.31486, 1.91313], [2.02559, -2.92783, 3.58194], [1.36951, -1.00244, 0.87155], [-1.29326, 2.08688, 1.90062], [-2.71266, 2.13703, 1.77938], [-3.52842, 0.88001, 1.84490], [-3.33002, 3.36462, 1.66405], [-4.44480, 3.40783, 1.68966], [-2.59987, 4.55754, 1.63894], [-3.10929, 5.51893, 1.53131], [-1.20806, 4.50436, 1.69922], [-0.60721, 5.43377, 1.74312], [-0.54715, 3.29414, 1.79918], [0.95201, 3.22961, 1.86079], [2.53556, -1.19712, 0.07082], [2.56472, -2.13159, -0.99634], [1.36231, -2.98478, -1.26031], [3.74280, -2.31245, -1.72630], [3.77567, -3.08744, -2.48898], [4.88271, -1.55472, -1.44453], [5.79060, -1.67520, -2.04285], [4.84336, -0.58525, -0.43792], [5.72659, -0.01007, -0.18015], [3.68454, -0.39309, 0.30776], [3.71693, 0.62239, 1.40554], [-0.00129, 0.49044, -0.08441], [-3.82065, 0.51252, 0.85045], [-4.46236, 1.09470, 2.39879], [-2.99660, 0.07573, 2.36556], [1.28304, 2.62368, 2.70900], [1.34502, 4.25383, 1.96220], [1.36322, 2.81828, 0.92172], [1.59718, -3.73762, -2.01861], [0.51281, -2.38683, -1.63374], [1.03014, -3.50428, -0.34570], [2.81741, 1.25642, 1.42225], [4.58812, 1.27292, 1.24475], [3.83727, 0.14486, 2.39253], [0.89832, -1.16723, 4.21853], [-2.42085, -1.82212, -0.81645], [-2.44185, -3.00961, 0.54489], [-3.40270, -1.41382, -0.69189], [-2.17572, -2.51647, -1.61593], [-4.33572, -3.31719, 0.51589], [-2.01530, -2.83116, 2.36143], [-1.70510, -4.61955, -0.12153], [-1.60818, -4.58489, -1.21861], [-2.40800, -5.42999, 0.13533], [-0.72222, -4.83771, 0.32318], [-4.85470, -2.37120, 0.73999], [-4.63543, -4.07647, 1.24596], [-4.63541, -3.64467, -0.49388], [-2.12302, -1.79094, 2.72355], [-0.98447, -3.17416, 2.56879], [-2.72244, -3.47087, 2.92131], [0.84066, 2.17185, -1.28356]], "atomic_forces_ev_per_a": [[-1.4, -1.3, -0.5], [-1.5, -0.4, -0.9], [0.6, -0.4, 0.2], [-0.7, -0.2, 0.8], [0.5, 0.3, -0.4], [0.2, 0.1, 0.8], [-0.3, -0.1, -0.3], [0.0, 0.6, 0.0], [0.2, 0.4, -0.4], [0.3, 0.3, 0.4], [0.3, 0.3, -0.1], [-0.3, 0.5, -0.1], [0.5, -0.1, -0.7], [0.2, 0.4, 0.4], [-0.4, -0.3, 0.2], [0.6, -0.4, 0.0], [0.6, 0.2, 0.6], [-0.1, -0.3, 0.0], [0.0, -0.4, 0.4], [0.0, 0.5, -0.1], [0.9, -0.1, 0.1], [0.2, 0.3, 0.3], [0.2, 0.2, -0.3], [0.0, -0.3, -0.2], [0.3, -0.5, -0.5], [-0.1, 0.3, 0.5], [0.0, 0.2, -0.3], [-0.2, 0.5, 0.0], [0.1, 0.0, 0.2], [-0.2, -0.1, 0.1], [0.8, 1.0, 0.2], [0.0, 0.3, 0.0], [-0.3, 0.4, -0.6], [-0.4, -0.3, 0.6], [0.7, 0.3, -1.3], [0.0, -0.1, 0.4], [-0.1, 0.1, -0.3], [-0.1, 0.0, -0.4], [-0.1, 0.1, -0.4], [0.3, -0.2, 0.2], [-0.4, 0.0, -0.3], [0.0, 0.2, -0.1], [0.0, 0.3, -0.3], [-0.4, 0.3, 0.4], [-0.5, 0.6, -0.1], [1.4, -0.6, 0.3], [-0.6, -0.1, 0.4], [-0.9, 1.0, 0.2], [1.0, 0.0, -0.2], [0.0, -0.2, -0.2], [0.1, -0.4, 0.2], [-0.2, 0.7, 0.1], [-0.5, -0.6, -0.2], [-0.1, -1.2, 0.5], [0.2, 0.5, -0.1], [0.8, -0.3, -0.4], [0.2, 0.3, 0.7], [-0.2, -0.2, 0.0], [0.2, 0.3, 0.3], [0.0, 0.2, 0.0], [-0.1, 0.2, -0.1], [-0.3, -0.1, 0.3], [-0.3, -0.7, -0.4], [-0.1, 0.0, -0.2], [-0.4, -0.6, 0.1], [0.1, 0.4, 0.2], [0.5, -0.7, 1.4], [0.1, 0.1, 0.2], [0.4, -0.2, -0.3], [-0.1, 0.2, -0.2], [0.1, 0.1, -0.1], [0.0, -0.4, 0.1], [-0.2, 0.2, 0.6], [-0.1, 0.1, 0.1], [0.1, -0.2, 0.1], [0.1, 0.2, -0.3], [0.3, -0.3, 0.1], [-0.3, -0.1, 0.2], [-0.2, 0.2, -0.2], [-0.1, 0.2, -0.7], [1.1, 0.2, 0.2], [-1.1, -2.1, 1.0], [-0.6, 0.2, -1.0], [-1.0, 0.1, -0.6], [0.4, 0.1, 0.0], [0.4, 0.4, 0.2], [0.1, -0.1, 0.2], [0.0, -0.1, 0.3], [0.4, 0.1, -0.1], [-0.3, -0.1, -0.2], [0.0, -0.3, 0.0], [-0.1, 0.1, -0.1], [0.0, 0.1, 0.3], [0.1, -0.6, -0.1], [-0.5, 0.3, 0.0], [0.3, 0.3, -0.2], [0.1, -0.1, -0.4]]}